3 unconnected molecules or ions with the total composition C23H64BrN9O6P3S. Source: the OMol25 dataset; level of theory: the ωB97M-V functional and the def2-TZVPD basis.

Positions of all 107 atoms, in Å:
C 3.907 -3.043 1.841
C 2.493 -2.963 1.176
O 1.578 -2.557 2.134
P -0.128 -2.785 2.219
O -1.846 -2.803 2.392
C 0.101 -4.095 3.619
C -0.008 -3.336 4.970
C 1.291 -2.599 5.359
C 1.024 -1.110 5.697
N 1.663 -0.268 4.673
C 2.821 0.386 5.012
N 3.567 0.078 5.992
N 3.186 1.449 4.099
C -0.261 -4.114 0.797
Br 0.141 -3.581 -1.060
C 0.308 -5.516 1.152
C 0.449 -6.438 -0.083
S -0.524 -1.015 0.797
C -0.879 0.351 1.949
O -1.769 -1.137 0.046
O 0.650 -0.532 0.073
H 3.833 -2.903 2.916
H 4.364 -4.018 1.656
H 4.591 -2.325 1.390
H 2.399 -3.902 0.628
H 2.623 -2.209 0.393
H -0.107 -1.783 3.228
H -2.206 -3.636 2.693
H -0.697 -4.839 3.659
H 1.102 -4.518 3.616
H -0.193 -4.117 5.716
H -0.898 -2.706 4.986
H 1.635 -3.041 6.295
H 2.052 -2.654 4.591
H -0.042 -0.899 5.626
H 1.325 -0.855 6.710
H 0.997 0.365 4.258
H 4.355 0.715 6.004
H 3.623 0.954 3.323
H 2.342 1.822 3.671
H -1.323 -4.325 0.736
H 1.304 -5.471 1.582
H -0.406 -6.035 1.783
H -0.456 -6.479 -0.681
H 0.701 -7.427 0.314
H 1.316 -6.147 -0.668
H -1.409 -0.006 2.829
H -1.389 1.138 1.408
H 0.099 0.688 2.292
O 0.586 5.086 1.629
P 1.558 5.563 0.585
N 2.288 4.085 0.143
C 3.620 3.572 0.352
C 1.444 3.193 -0.640
N 2.457 6.635 1.613
C 3.880 6.676 1.902
C 1.719 7.228 2.723
N 2.032 6.382 -0.860
C 3.379 6.645 -1.279
C 1.158 7.511 -1.179
H 4.176 3.494 -0.596
H 3.577 2.567 0.786
H 4.213 4.161 1.045
H 1.464 3.457 -1.708
H 0.406 3.240 -0.302
H 1.757 2.154 -0.536
H 4.462 5.928 1.375
H 4.071 6.536 2.971
H 4.303 7.652 1.626
H 1.720 6.581 3.608
H 0.684 7.422 2.451
H 2.167 8.188 2.993
H 3.776 7.569 -0.837
H 3.395 6.768 -2.367
H 4.065 5.830 -1.058
H 1.379 8.390 -0.551
H 0.111 7.243 -1.023
H 1.258 7.803 -2.227
O -6.201 -2.355 -4.211
P -4.830 -2.198 -4.820
N -3.849 -2.328 -3.439
C -3.027 -1.361 -2.732
C -3.744 -3.660 -2.872
N -5.084 -0.612 -5.485
C -4.330 0.612 -5.285
C -6.454 -0.284 -5.857
N -3.550 -2.568 -5.923
C -2.360 -1.791 -6.124
C -4.035 -3.113 -7.190
H -1.962 -1.602 -2.845
H -3.247 -1.373 -1.665
H -3.182 -0.332 -3.044
H -2.981 -4.251 -3.402
H -4.694 -4.198 -2.944
H -3.478 -3.631 -1.815
H -3.470 0.502 -4.633
H -4.959 1.399 -4.855
H -3.949 0.993 -6.243
H -7.024 0.118 -5.010
H -6.982 -1.157 -6.233
H -6.451 0.461 -6.659
H -2.514 -0.981 -6.852
H -1.573 -2.441 -6.518
H -1.966 -1.364 -5.204
H -4.438 -2.325 -7.848
H -4.830 -3.843 -7.016
H -3.238 -3.635 -7.726

Values from the calculation:
DFT total energy: -159326.35718 eV
charge: -1

A molecular structure, C23H64N7O7P3Si2. Source: the OMol25 dataset; level of theory: the ωB97M-V functional and the def2-TZVPD basis.

Positions of all 106 atoms, in Å:
C -1.324 -3.859 4.936
C -2.504 -2.968 4.490
C -2.619 -2.767 2.966
N -2.196 -1.416 2.507
Si -0.667 -1.384 1.688
O -0.567 -0.080 0.692
Si 0.247 -0.141 -0.763
C 0.921 1.515 -1.247
C 1.956 1.345 -2.382
C 2.662 2.661 -2.725
C 1.901 3.539 -3.722
C 1.698 2.917 -5.104
C 2.986 2.449 -5.743
O 2.703 2.116 -7.121
C 3.576 2.593 -8.036
C 2.926 3.034 -9.321
O 4.764 2.645 -7.854
P 0.993 -1.112 3.234
O 1.652 -2.617 3.430
O 0.129 -0.860 4.622
H -0.813 -4.303 4.078
H -0.590 -3.276 5.490
H -1.661 -4.684 5.563
H -2.466 -2.002 4.993
H -3.412 -3.465 4.837
H -3.652 -2.950 2.682
H -2.017 -3.555 2.500
H -2.926 -1.072 1.893
H -0.430 -2.673 0.968
H -0.702 -0.601 -1.805
H 1.369 -1.099 -0.625
H 1.389 2.056 -0.422
H 0.126 2.159 -1.640
H 2.702 0.615 -2.056
H 1.485 0.893 -3.261
H 2.732 3.212 -1.783
H 3.694 2.492 -3.037
H 2.423 4.494 -3.827
H 0.920 3.767 -3.298
H 0.954 2.120 -5.087
H 1.273 3.687 -5.757
H 3.789 3.182 -5.676
H 3.335 1.528 -5.271
H 1.977 2.522 -9.471
H 3.574 2.783 -10.156
H 2.749 4.108 -9.289
H 1.182 -3.309 2.951
H -0.799 -0.649 4.441
O -4.862 -4.871 1.377
P -5.654 -5.506 0.303
N -7.233 -4.931 0.478
C -8.451 -5.707 0.350
C -7.394 -3.493 0.639
N -5.549 -7.161 0.670
C -6.616 -8.126 0.492
C -4.689 -7.532 1.789
N -5.636 -5.763 -1.375
C -4.339 -6.273 -1.871
C -5.996 -4.584 -2.189
H -8.492 -6.287 -0.576
H -9.310 -5.036 0.330
H -8.596 -6.385 1.193
H -7.388 -2.952 -0.316
H -6.592 -3.087 1.256
H -8.333 -3.268 1.145
H -7.325 -8.121 1.328
H -6.192 -9.132 0.426
H -7.155 -7.959 -0.437
H -5.171 -7.376 2.761
H -3.763 -6.965 1.775
H -4.428 -8.589 1.699
H -3.528 -5.551 -1.732
H -4.426 -6.496 -2.934
H -4.076 -7.194 -1.357
H -5.396 -3.699 -1.954
H -7.049 -4.341 -2.059
H -5.852 -4.823 -3.242
O 4.659 3.858 0.493
P 4.755 5.006 1.426
N 6.416 5.319 1.558
C 7.139 5.600 2.782
C 7.163 5.450 0.317
N 4.105 4.351 2.853
C 4.604 4.609 4.189
C 3.524 3.012 2.764
N 4.189 6.572 1.797
C 2.713 6.685 1.748
C 4.739 7.652 0.953
H 6.679 6.394 3.377
H 8.146 5.942 2.543
H 7.245 4.712 3.409
H 7.091 6.455 -0.123
H 6.799 4.738 -0.424
H 8.219 5.232 0.479
H 5.461 3.975 4.442
H 3.817 4.404 4.921
H 4.880 5.654 4.319
H 4.282 2.221 2.779
H 2.937 2.900 1.858
H 2.851 2.860 3.610
H 2.317 6.521 0.741
H 2.419 7.682 2.077
H 2.258 5.964 2.422
H 4.612 7.468 -0.119
H 5.797 7.796 1.162
H 4.235 8.586 1.199

Values from the calculation:
DFT total energy: -93278.75899 eV

9 unconnected molecules or ions with the total composition C23H64O9. Source: the OMol25 dataset; level of theory: the ωB97M-V functional and the def2-TZVPD basis.

Positions of all 96 atoms, in Å:
C 27.706 -14.158 -28.266
C 29.075 -14.861 -28.209
C 29.311 -15.759 -26.989
O 29.147 -15.580 -29.423
H 26.959 -14.925 -28.468
H 27.614 -13.477 -29.112
H 27.391 -13.722 -27.318
H 29.882 -14.130 -28.243
H 29.351 -15.076 -26.140
H 30.140 -16.466 -26.960
H 28.448 -16.421 -26.920
H 29.034 -16.495 -29.155
C 24.362 -19.822 -26.999
C 24.947 -19.110 -25.788
C 26.159 -18.181 -26.121
O 23.956 -18.314 -25.181
H 23.845 -19.225 -27.750
H 23.625 -20.530 -26.620
H 25.068 -20.452 -27.540
H 25.255 -19.807 -25.009
H 25.907 -17.461 -26.899
H 27.029 -18.758 -26.436
H 26.451 -17.550 -25.282
H 23.225 -18.881 -24.926
C 33.744 -13.508 -23.608
C 32.246 -13.686 -24.004
C 31.551 -14.904 -23.397
O 31.610 -12.461 -23.679
H 34.251 -12.669 -24.084
H 34.296 -14.381 -23.957
H 33.904 -13.433 -22.533
H 32.158 -13.911 -25.067
H 32.073 -15.852 -23.526
H 30.523 -14.889 -23.758
H 31.503 -14.832 -22.310
H 32.113 -11.771 -24.117
C 35.034 -19.941 -24.843
C 33.490 -20.020 -24.770
C 32.896 -18.789 -24.090
O 32.936 -20.061 -26.034
H 35.411 -20.212 -23.856
H 35.424 -18.958 -25.109
H 35.407 -20.660 -25.572
H 33.222 -20.949 -24.267
H 31.842 -18.721 -24.363
H 33.384 -17.856 -24.372
H 32.940 -18.922 -23.009
H 33.284 -19.290 -26.487
C 30.452 -23.209 -20.865
C 30.100 -21.743 -20.757
C 30.646 -21.015 -21.982
O 28.709 -21.562 -20.693
H 31.512 -23.447 -20.947
H 30.081 -23.591 -21.816
H 29.958 -23.858 -20.142
H 30.514 -21.327 -19.838
H 30.474 -19.941 -21.918
H 30.111 -21.293 -22.890
H 31.704 -21.268 -22.055
H 28.551 -20.635 -20.500
C 25.829 -19.117 -20.569
C 26.790 -18.781 -19.397
C 26.837 -19.821 -18.301
O 28.070 -18.813 -19.985
H 25.906 -18.391 -21.379
H 24.787 -19.263 -20.283
H 26.002 -20.113 -20.976
H 26.704 -17.756 -19.036
H 27.696 -19.809 -17.630
H 26.774 -20.817 -18.737
H 25.946 -19.635 -17.701
H 27.924 -18.405 -20.841
C 28.691 -14.792 -19.636
C 28.494 -13.363 -19.140
C 27.073 -12.757 -19.438
O 28.718 -13.441 -17.737
H 28.150 -15.551 -19.070
H 29.705 -15.150 -19.809
H 28.260 -14.778 -20.637
H 29.264 -12.697 -19.530
H 26.746 -12.947 -20.460
H 27.098 -11.680 -19.274
H 26.284 -13.151 -18.797
H 28.759 -12.542 -17.403
C 29.052 -17.825 -23.346
O 28.083 -17.389 -22.402
H 29.157 -18.908 -23.418
H 28.927 -17.558 -24.396
H 30.013 -17.421 -23.030
H 27.881 -16.496 -22.690
C 26.073 -14.956 -24.255
O 27.290 -14.938 -23.583
H 26.166 -15.049 -25.337
H 25.508 -15.848 -23.985
H 25.475 -14.059 -24.095
H 27.797 -14.200 -23.929

Values from the calculation:
SMILES: CC(C)O.CC(C)O.CC(C)O.CC(C)O.CC(C)O.CC(C)O.CC(C)O.CO.CO
relative energy (zero: lowest compared OMol25 entry of this formula, charge and spin): 43.5 kcal per mole

8 unconnected molecules or ions with the total composition C23H65N13O11. Source: the OMol25 dataset; level of theory: the ωB97M-V functional and the def2-TZVPD basis.

Positions of all 112 atoms, in Å:
C -0.357 -2.897 -5.979
O 0.723 -2.107 -5.674
C 0.448 -0.839 -6.189
C 1.606 0.140 -5.817
N 1.529 0.344 -4.430
C 2.586 1.124 -3.750
C 3.378 0.313 -2.774
O 3.994 -0.766 -3.378
C 5.407 -0.834 -3.067
H -1.413 -2.614 -5.642
H -0.248 -3.963 -5.648
H -0.563 -2.972 -7.064
H -0.462 -0.484 -5.659
H 0.299 -0.908 -7.256
H 1.469 1.045 -6.471
H 2.562 -0.274 -6.213
H 1.500 -0.585 -4.058
H 2.227 2.092 -3.360
H 3.284 1.312 -4.562
H 2.793 -0.100 -1.953
H 4.052 1.053 -2.405
H 5.934 0.096 -3.421
H 5.799 -1.723 -3.588
H 5.487 -0.832 -1.988
C 0.447 -3.102 5.591
O -0.645 -3.673 4.943
C -0.916 -3.026 3.705
C -1.842 -3.946 2.889
N -2.088 -3.494 1.521
C -2.123 -4.578 0.574
C -2.581 -4.132 -0.812
O -3.933 -3.786 -0.703
C -4.441 -3.414 -1.988
H 1.445 -3.357 5.174
H 0.357 -3.431 6.587
H 0.351 -2.000 5.604
H -0.034 -2.658 3.174
H -1.463 -2.029 3.871
H -2.779 -4.000 3.452
H -1.344 -4.868 2.892
H -2.847 -2.879 1.507
H -2.748 -5.393 0.867
H -1.100 -4.946 0.511
H -2.487 -4.908 -1.515
H -2.064 -3.212 -1.121
H -4.163 -4.244 -2.650
H -3.971 -2.443 -2.297
H -5.560 -3.365 -1.967
C -3.314 0.746 1.186
O -2.708 1.886 1.604
C -3.138 2.301 2.879
C -2.039 3.155 3.419
N -0.770 2.532 3.526
C -0.593 1.897 4.833
C 0.880 1.585 4.873
O 1.113 0.698 5.964
C 2.562 0.384 6.122
H -3.019 -0.089 1.765
H -3.084 0.530 0.148
H -4.470 0.905 1.273
H -3.218 1.398 3.517
H -4.151 2.667 2.846
H -2.350 3.423 4.414
H -1.987 4.014 2.691
H -0.622 1.819 2.817
H -1.201 0.958 5.015
H -0.935 2.532 5.613
H 1.366 2.504 5.064
H 1.220 1.088 3.934
H 2.857 -0.378 5.394
H 2.669 -0.197 7.037
H 3.152 1.274 6.210
N -0.120 4.546 -2.678
C -1.382 4.038 -2.267
N -1.346 3.546 -0.972
O -2.363 3.908 -3.028
H 0.473 4.849 -1.903
H -0.172 5.142 -3.486
H -2.263 3.623 -0.527
H -0.621 3.933 -0.410
N -3.427 0.853 -2.978
C -2.213 0.300 -3.117
N -1.232 1.126 -3.523
O -2.106 -0.935 -3.029
H -3.631 1.829 -3.125
H -4.137 0.233 -2.696
H -0.424 0.681 -3.970
H -1.461 2.012 -3.914
N 3.950 -1.804 0.707
C 4.521 -0.918 1.637
N 3.574 -0.167 2.319
O 5.735 -0.832 1.818
H 3.004 -2.057 0.972
H 4.515 -2.545 0.372
H 2.660 -0.110 1.901
H 4.046 0.706 2.485
N 2.144 3.062 0.688
C 1.425 4.256 0.709
N 0.574 4.446 1.739
O 1.617 5.045 -0.264
H 2.075 2.419 1.473
H 3.032 3.179 0.247
H 0.315 3.723 2.481
H 0.247 5.356 1.883
N -0.551 -1.021 -0.042
C 0.194 0.063 0.289
N 0.278 1.010 -0.658
O 0.630 0.182 1.442
H -0.754 -1.284 -0.957
H -0.897 -1.579 0.734
H 0.785 1.853 -0.585
H -0.420 0.959 -1.375

Values from the calculation:
SMILES: COCCNCCOC.COCCNCCOC.COCCNCCOC.NC(N)=O.NC(N)=O.NC(N)=O.NC(N)=O.NC(N)=O
relative energy (zero: lowest compared OMol25 entry of this formula, charge and spin): 29.5 kcal per mole

- What is the formula in the first record?
  C23H64BrN9O6P3S